[1]
Entry from the Open Molecules 2025 dataset: a cluster of 5 separate species, C15H31Cl2F3O8S4 in total (the ωB97M-V functional and the def2-TZVPD basis).

Properties
Net charge   0
LUMO   0.016 Eh
Kohn-Sham gap   8.842 eV
E   -108972.6756 eV

Cartesian coordinates (Å):
Cl1 2.144 -2.385 5.594
Cl2 1.557 0.048 7.335
S1 -1.280 -1.030 -1.610
S2 -2.590 -2.218 -4.934
S3 6.802 1.931 3.250
S4 -4.438 2.517 -7.010
F1 -1.144 -2.325 5.833
F2 -0.146 -2.660 3.899
F3 -2.275 -2.472 3.998
O1 -2.421 -0.064 4.536
O2 -3.445 -3.113 -4.102
O3 5.990 0.971 4.044
O4 0.171 -1.153 -1.920
O5 -0.672 0.032 3.181
O6 -0.447 1.638 4.702
O7 -1.115 2.221 2.603
O8 -4.266 1.049 -7.197
C1 -1.514 -3.275 -5.912
C2 -0.290 0.382 5.406
C3 7.822 0.958 2.136
C4 -0.784 1.407 3.419
C5 -2.924 3.297 -7.581
C6 -1.799 -2.578 -0.864
C7 5.725 2.602 1.977
C8 -4.176 2.851 -5.264
C9 -1.058 -0.486 4.401
C10 -1.127 -2.023 4.531
C11 1.254 0.256 5.581
C12 -3.587 -1.635 -6.305
C13 -1.413 -0.040 -0.117
C14 3.405 -0.324 4.395
C15 1.976 -0.826 4.719
H1 3.681 0.524 4.997
H2 -2.955 4.361 -7.346
H3 1.667 1.217 5.331
H4 -2.961 -1.075 -6.994
H5 -2.450 -0.026 0.219
H6 -2.826 -2.483 -0.513
H7 -3.233 2.409 -4.943
H8 -2.066 2.826 -7.102
H9 -2.113 -4.017 -6.440
H10 -2.628 0.015 5.468
H11 -0.823 -3.773 -5.234
H12 8.343 1.623 1.448
H13 -4.168 3.929 -5.100
H14 4.972 3.217 2.465
H15 -0.771 -0.456 0.658
H16 -2.863 3.163 -8.659
H17 7.196 0.254 1.586
H18 8.547 0.413 2.736
H19 -4.998 2.404 -4.710
H20 1.473 -0.978 3.780
H21 -1.094 0.973 -0.351
H22 6.311 3.217 1.294
H23 -0.954 -2.663 -6.618
H24 -0.714 0.426 6.394
H25 -1.132 -2.825 -0.037
H26 4.099 -1.137 4.510
H27 5.242 1.787 1.437
H28 -4.047 -2.486 -6.810
H29 3.434 -0.060 3.347
H30 -4.356 -0.982 -5.911
H31 -1.748 -3.350 -1.628

natural (NBO) atomic charge list, values in e, 8 entries:
1. Cl -0.047
2. Cl -0.032
3. S 1.251
4. S 1.244
5. S 1.258
6. S 1.258
7. F -0.308
8. F -0.298

[2]
Entry from the Open Molecules 2025 dataset: a structure of composition C15H31ClCuO4P2 (the ωB97M-V functional and the def2-TZVPD basis).

Properties
Multiplicity   2
Net charge   0
LUMO (spin up / spin down)   -0.015 / -0.095 Eh
Kohn-Sham gap (spin up / spin down)   6.549 / 4.180 eV
E   -99977.2649 eV

Cartesian coordinates (Å):
Cu1 -0.010 -0.049 2.865
Cl1 0.050 0.573 7.520
P1 0.200 -1.453 1.284
P2 -0.133 1.561 1.463
O1 -0.794 1.334 8.488
O2 -0.032 -0.400 4.667
O3 -0.589 -0.771 7.247
O4 1.409 0.382 8.087
C1 -0.703 -1.271 -3.580
C2 1.876 -2.142 1.095
C3 -1.767 2.330 1.200
C4 1.249 0.898 -4.485
C5 -0.977 -2.833 1.228
C6 0.535 1.664 -3.411
C7 1.669 -0.551 -4.110
C8 -0.007 -1.716 5.149
C9 -0.034 -0.596 -0.337
C10 -1.818 1.012 -4.063
C11 0.624 -1.368 -3.412
C12 0.272 0.896 -0.229
C13 -1.409 -0.398 -4.575
C14 1.031 2.945 1.614
C15 -0.794 1.724 -3.232
H1 -2.094 1.620 -4.946
H2 -0.806 -3.471 2.106
H3 -1.216 2.419 -2.496
H4 -0.311 1.461 -0.963
H5 -2.740 0.919 -3.464
H6 2.556 -0.506 -3.454
H7 -0.866 -3.426 0.310
H8 -1.072 -0.757 -0.669
H9 1.013 3.549 0.697
H10 1.335 1.115 -0.426
H11 0.712 -1.799 5.973
H12 1.994 -2.666 0.139
H13 2.046 2.553 1.776
H14 1.196 2.264 -2.772
H15 2.008 -1.056 -5.035
H16 0.731 3.558 2.476
H17 -2.346 -0.911 -4.852
H18 -1.961 3.020 2.034
H19 0.343 -2.368 4.330
H20 2.182 1.443 -4.706
H21 2.607 -1.326 1.155
H22 2.064 -2.836 1.923
H23 -1.370 -1.918 -2.996
H24 -0.828 -0.292 -5.501
H25 -2.555 1.564 1.176
H26 0.612 -1.059 -1.091
H27 -1.776 2.886 0.253
H28 0.673 0.877 -5.420
H29 -1.998 -2.433 1.283
H30 1.029 -2.164 -2.774
H31 -1.011 -2.033 5.463

natural (NBO) atomic charge list, values in e, 8 entries:
1. Cu 0.851
2. Cl 1.789
3. P 0.806
4. P 0.761
5. O -0.879
6. O -0.603
7. O -0.930
8. O -0.889

[3]
Entry from the Open Molecules 2025 dataset: a structure of composition C15H31ClO4P2Pb (the ωB97M-V functional and the def2-TZVPD basis).

Properties
Net charge   0
LUMO   -0.020 Eh
Kohn-Sham gap   7.217 eV
E   -60585.3494 eV

Cartesian coordinates (Å):
Pb1 -0.271 -2.738 4.674
Cl1 0.801 -2.068 7.394
P1 -1.451 1.284 -2.302
P2 1.286 -0.320 -2.653
O1 1.425 -1.785 6.034
O2 0.331 -0.839 7.964
O3 -0.371 -2.971 7.060
O4 1.739 -2.764 8.218
C1 1.885 -0.197 0.935
C2 -1.665 -1.092 5.077
C3 -0.879 1.147 1.583
C4 -1.438 0.103 0.956
C5 -2.274 2.888 -2.102
C6 1.427 -1.429 0.683
C7 0.073 -1.858 0.207
C8 0.411 1.845 1.286
C9 -0.892 -0.708 -0.171
C10 -2.810 0.228 -2.917
C11 2.666 0.889 -2.552
C12 2.169 -1.731 -3.394
C13 -0.501 1.522 -3.875
C14 1.402 1.097 0.373
C15 0.437 0.347 -4.174
H1 -2.110 -0.757 4.126
H2 -2.424 -0.231 1.308
H3 -1.123 -0.277 5.575
H4 -0.429 -2.482 0.974
H5 -2.874 2.850 -1.185
H6 2.794 -2.194 -2.620
H7 -1.447 1.617 2.399
H8 -3.252 0.709 -3.799
H9 2.303 1.883 -2.264
H10 3.141 0.939 -3.539
H11 2.056 -2.277 0.991
H12 -1.246 1.641 -4.674
H13 2.720 -0.099 1.637
H14 -2.918 3.078 -2.970
H15 0.190 -2.514 -0.680
H16 -1.731 -1.141 -0.743
H17 3.390 0.539 -1.806
H18 0.941 0.947 -0.610
H19 -2.432 -1.495 5.751
H20 0.192 2.831 0.836
H21 -3.566 0.132 -2.127
H22 1.235 0.649 -4.868
H23 2.267 1.759 0.192
H24 -2.433 -0.769 -3.182
H25 -1.517 3.676 -2.010
H26 2.796 -1.370 -4.220
H27 0.058 2.466 -3.770
H28 1.439 -2.462 -3.764
H29 -0.345 -0.055 -0.875
H30 0.939 2.055 2.230
H31 -0.111 -0.500 -4.617

natural (NBO) atomic charge list, values in e, 8 entries:
1. Pb 1.263
2. Cl 2.474
3. P 0.853
4. P 0.839
5. O -0.876
6. O -0.758
7. O -0.871
8. O -0.749

[4]
Entry from the Open Molecules 2025 dataset: a structure of composition C15H31F5OP2RuTe (the ωB97M-V functional and the def2-TZVPD basis).

Properties
Multiplicity   5
Net charge   +2
LUMO (spin up / spin down)   -0.273 / -0.283 Eh
Kohn-Sham gap (spin up / spin down)   6.585 / 7.506 eV
E   -60121.4496 eV

Cartesian coordinates (Å):
Te1 0.138 0.261 1.296
Ru1 1.768 -1.285 -1.577
P1 0.287 1.838 -5.121
P2 -0.257 -1.769 -4.440
F1 1.394 1.220 2.385
F2 -1.306 0.844 2.414
F3 0.284 -1.362 2.303
F4 -0.187 1.881 0.335
F5 -1.256 -0.525 0.243
O1 1.484 -0.290 0.038
C1 1.807 2.735 -5.641
C2 -0.689 -0.785 -5.926
C3 0.863 2.491 -2.496
C4 0.341 0.318 -6.202
C5 0.521 -0.104 -2.904
C6 -0.941 2.777 -6.149
C7 -1.577 2.487 -3.052
C8 -1.426 -3.140 -4.453
C9 -2.232 0.134 -2.906
C10 1.434 1.075 -2.734
C11 -0.892 -0.608 -3.089
C12 -0.266 2.879 -3.488
C13 -2.416 1.461 -3.639
C14 1.351 -2.520 -4.857
C15 0.687 -2.888 -1.073
H1 -2.207 1.308 -4.693
H2 -2.456 -2.763 -4.453
H3 -1.262 -3.767 -3.571
H4 2.151 -1.775 -4.961
H5 1.264 -3.048 -5.823
H6 -1.876 2.812 -2.053
H7 1.303 -0.944 -3.334
H8 1.631 -3.248 -4.083
H9 -0.995 -1.420 -2.329
H10 -0.381 -2.743 -0.901
H11 0.172 0.722 -7.216
H12 -0.395 3.220 -6.987
H13 1.657 3.078 -6.672
H14 -2.356 0.292 -1.820
H15 -1.425 3.580 -5.572
H16 2.689 2.081 -5.617
H17 2.090 0.812 -1.867
H18 -3.037 -0.559 -3.189
H19 -1.264 -3.744 -5.359
H20 -1.731 -0.417 -5.855
H21 1.376 -0.059 -6.146
H22 0.859 -3.664 -1.820
H23 0.513 2.501 -1.455
H24 -0.167 3.914 -3.846
H25 -1.701 2.097 -6.558
H26 1.981 3.606 -4.999
H27 1.680 3.227 -2.561
H28 1.165 -3.164 -0.109
H29 -3.478 1.731 -3.550
H30 2.131 1.115 -3.590
H31 -0.665 -1.498 -6.766

natural (NBO) atomic charge list, values in e, 8 entries:
1. Te 3.350
2. Ru 1.019
3. P 1.367
4. P 1.590
5. F -0.554
6. F -0.549
7. F -0.565
8. F -0.616

[5]
Entry from the Open Molecules 2025 dataset: a structure of composition C15H31INiP2 (the ωB97M-V functional and the def2-TZVPD basis).

Properties
Multiplicity   3
Net charge   0
LUMO (spin up / spin down)   -0.013 / -0.013 Eh
Kohn-Sham gap (spin up / spin down)   3.886 / 4.734 eV
E   -83772.1743 eV

Cartesian coordinates (Å):
I1 -1.986 -4.597 -0.525
Ni1 -0.348 -3.129 0.307
P1 1.752 1.094 0.972
P2 -1.489 1.090 -1.505
C1 -0.455 2.353 -0.631
C2 1.077 2.180 -0.357
C3 3.530 1.356 0.934
C4 -2.130 -0.645 0.581
C5 1.639 -0.660 1.048
C6 1.172 1.823 2.518
C7 0.008 -4.348 1.730
C8 1.750 -1.399 -0.333
C9 0.689 -0.860 -1.333
C10 -0.687 -1.390 -1.347
C11 -0.887 1.069 -3.201
C12 -1.877 -0.536 -0.957
C13 0.286 -0.977 1.629
C14 -3.138 1.819 -1.540
C15 -0.890 -0.148 1.383
H1 3.904 1.299 -0.094
H2 0.120 2.136 2.477
H3 0.611 0.210 -1.103
H4 -0.903 -2.150 -2.114
H5 -0.890 -4.637 2.294
H6 2.444 -1.029 1.724
H7 -0.990 2.655 0.287
H8 -1.309 1.949 -3.702
H9 3.752 2.345 1.354
H10 0.499 -5.223 1.277
H11 1.792 2.708 2.704
H12 0.711 -3.790 2.377
H13 0.280 -1.624 2.513
H14 -2.779 -0.887 -1.507
H15 -3.390 2.246 -0.563
H16 -3.170 2.604 -2.305
H17 -0.533 0.719 0.805
H18 1.438 3.174 -0.035
H19 -3.876 1.048 -1.793
H20 -2.991 -0.006 0.856
H21 -0.540 3.215 -1.315
H22 1.303 1.121 3.352
H23 -1.241 0.256 2.348
H24 0.210 1.123 -3.260
H25 1.625 1.960 -1.290
H26 4.029 0.591 1.543
H27 2.754 -1.203 -0.774
H28 1.639 -2.493 -0.188
H29 1.103 -0.900 -2.355
H30 -2.389 -1.682 0.835
H31 -1.230 0.166 -3.722

natural (NBO) atomic charge list, values in e, 8 entries:
1. I -0.663
2. Ni 1.044
3. P 1.666
4. P 1.665
5. C -0.741
6. C -0.747
7. C -0.982
8. C -0.398

[6]
Entry from the Open Molecules 2025 dataset: a structure of composition C15H31MnN5O7 (the ωB97M-V functional and the def2-TZVPD basis).

Properties
Multiplicity   6
Net charge   0
LUMO (spin up / spin down)   0.006 / -0.025 Eh
Kohn-Sham gap (spin up / spin down)   5.796 / 6.549 eV
E   -69155.0979 eV

Cartesian coordinates (Å):
Mn1 0.219 -0.150 -0.382
O1 1.163 -2.204 -2.149
O2 2.422 0.091 -2.133
O3 -4.084 2.395 -0.325
O4 -0.293 0.069 -3.352
O5 -1.699 -0.476 1.747
O6 -0.088 1.417 1.996
O7 2.107 -1.177 0.611
N1 0.421 1.340 0.791
N2 1.687 0.686 -1.264
N3 -1.112 -1.013 0.654
N4 0.228 -1.827 -1.261
N5 1.911 -0.869 2.848
C1 1.339 2.272 0.406
C2 -1.347 -2.312 0.364
C3 4.924 -1.381 2.586
C4 2.016 1.925 -0.793
C5 -0.755 -4.111 -1.376
C6 3.773 -2.212 2.024
C7 3.062 2.724 -1.472
C8 2.310 -1.089 4.232
C9 1.621 3.436 1.282
C10 -2.154 -3.196 1.237
C11 -0.632 -2.754 -0.795
C12 3.644 -0.435 4.604
C13 -1.158 0.677 -2.344
C14 4.868 -1.195 4.103
C15 2.526 -1.390 1.765
H1 3.662 0.598 4.231
H2 4.903 -2.180 4.587
H3 -1.460 -0.098 -1.612
H4 -3.963 1.479 -0.633
H5 0.707 4.018 1.464
H6 2.863 2.757 -2.549
H7 -2.746 -2.617 1.951
H8 1.092 -0.285 2.680
H9 2.361 4.097 0.821
H10 -1.086 0.381 1.927
H11 -0.631 1.523 -1.870
H12 -2.081 1.063 -2.812
H13 5.766 -0.648 4.417
H14 -1.499 -3.877 1.800
H15 1.739 -1.349 -2.253
H16 -0.175 -4.189 -2.297
H17 2.016 3.110 2.255
H18 -1.807 -4.324 -1.597
H19 5.865 -1.882 2.333
H20 4.061 -2.635 1.057
H21 2.364 -2.171 4.425
H22 1.517 -0.677 4.868
H23 -3.213 2.812 -0.428
H24 -0.583 0.380 -4.225
H25 -2.826 -3.817 0.634
H26 -0.409 -4.877 -0.672
H27 3.686 -0.378 5.699
H28 3.515 -3.036 2.703
H29 4.056 2.285 -1.318
H30 3.069 3.748 -1.086
H31 4.958 -0.399 2.092

natural (NBO) atomic charge list, values in e, 8 entries:
1. Mn 1.426
2. O -0.553
3. O -0.509
4. O -0.933
5. O -0.712
6. O -0.589
7. O -0.614
8. O -0.679

Question: Number 4 is which compound?
Answer: C15H31F5OP2RuTe